Molecular formula: C34H50AsN3O2P2Pd
Method: DFT, ωB97M-V/def2-TZVPD

Element x y z (Å)
1 Pd -1.2352 -0.9856 1.4148
2 C 1.8984 -4.1409 2.7470
3 C 0.8637 -3.2384 2.1439
4 N 0.7135 -2.0260 2.5243
5 O 1.6050 -1.6103 3.4912
6 C -0.0317 -3.7045 1.0902
7 C -0.1572 -5.1591 0.7419
8 N -0.6761 -2.7949 0.4106
9 O -1.5555 -3.0483 -0.4685
10 H 2.7651 -3.5446 3.0255
11 H 2.1978 -4.9226 2.0523
12 H 1.5069 -4.6039 3.6553
13 H 1.4939 -0.6462 3.4846
14 H -0.2008 -5.7824 1.6362
15 H 0.6852 -5.4915 0.1292
16 H -1.0683 -5.2923 0.1601
17 C -3.2345 -4.1111 2.1004
18 P -2.8365 -2.3727 2.4910
19 C -2.8707 -2.3996 4.3201
20 C -4.4440 -1.5711 2.0860
21 C -4.3918 -0.0727 2.3480
22 P -2.9538 0.7327 1.5030
23 C -3.3457 2.4753 1.9307
24 C -3.4903 0.6275 -0.2474
25 H -4.1955 -4.3813 2.5380
26 H -2.4561 -4.7608 2.5001
27 H -3.2677 -4.2284 1.0173
28 H -3.8121 -2.8107 4.6843
29 H -2.7269 -1.3942 4.7150
30 H -2.0443 -3.0175 4.6734
31 H -5.2483 -2.0413 2.6577
32 H -4.6224 -1.7654 1.0249
33 H -4.2881 0.1167 3.4207
34 H -5.3111 0.4140 2.0125
35 H -4.2903 2.7669 1.4734
36 H -2.5499 3.1332 1.5855
37 H -3.4142 2.5659 3.0150
38 H -4.5457 0.8860 -0.3526
39 H -3.3022 -0.3852 -0.6072
40 H -2.8863 1.3063 -0.8522
41 C 6.6863 0.2838 -1.9758
42 C 5.1839 0.2422 -1.9295
43 C 4.4173 1.3523 -2.2355
44 C 3.0251 1.3533 -2.1460
45 C 2.3492 2.6431 -2.5385
46 C 2.3553 0.2000 -1.6986
47 As 0.3903 -0.0565 -1.2244
48 N 0.1930 0.4241 0.5100
49 C 0.8993 1.1730 1.4037
50 C 0.4884 1.2694 2.7600
51 C 1.1113 2.1331 3.6502
52 C 2.1717 2.9293 3.2513
53 C 2.6139 2.8281 1.9374
54 C 2.0107 1.9678 1.0423
55 C -0.4378 1.3853 -2.3491
56 C -1.0221 2.5911 -1.9342
57 C -1.0846 3.0367 -0.4972
58 C -1.5176 3.4789 -2.8885
59 C -1.4600 3.2112 -4.2462
60 C -1.9543 4.2064 -5.2616
61 C -0.9154 1.9987 -4.6450
62 C -0.4177 1.0872 -3.7244
63 C 0.1765 -0.2017 -4.2341
64 C 3.1316 -0.9467 -1.4418
65 C 2.4994 -2.2376 -0.9989
66 C 4.5151 -0.9121 -1.5525
67 H 7.0379 1.1677 -2.5064
68 H 7.0848 -0.6020 -2.4716
69 H 7.0916 0.3081 -0.9621
70 H 4.9175 2.2685 -2.5326
71 H 3.0645 3.4645 -2.4872
72 H 1.5132 2.8771 -1.8892
73 H 1.9668 2.5916 -3.5599
74 H -0.3583 0.6821 3.0914
75 H 0.7545 2.1859 4.6729
76 H 2.6434 3.6104 3.9471
77 H 3.4450 3.4387 1.6043
78 H 2.3786 1.9059 0.0332
79 H -1.3314 2.2133 0.1662
80 H -1.8233 3.8317 -0.3799
81 H -0.1183 3.4279 -0.1698
82 H -1.9404 4.4207 -2.5523
83 H -2.4293 5.0577 -4.7757
84 H -2.6748 3.7442 -5.9380
85 H -1.1239 4.5778 -5.8652
86 H -0.8686 1.7593 -5.7031
87 H 0.0505 -0.2852 -5.3125
88 H -0.2967 -1.0622 -3.7556
89 H 1.2445 -0.2519 -4.0060
90 H 1.7537 -2.5841 -1.7165
91 H 1.9982 -2.0862 -0.0465
92 H 3.2541 -3.0154 -0.8756
93 H 5.0812 -1.8079 -1.3185

- orbital gap (eV) = 6.3674
- LUMO (eV) = -0.30
- M (g/mol) = 776.08
- largest force on an atom (Eh/bohr) = 0.033
- charge = 0



Molecular formula: C3H5N
Method: DFT, ωB97M-V/def2-TZVPD

Element x y z (Å)
1 C 0.7425 0.2996 0.1696
2 C -1.4175 0.9952 1.1918
3 C 1.1413 -0.7872 -0.8799
4 N -0.4118 0.3874 0.6384
5 H -1.9886 1.5740 0.4210
6 H -2.0573 0.6209 1.8859
7 H 0.3058 -1.3186 -1.2968
8 H 1.8575 -1.4427 -0.4268
9 H 1.8281 -0.3285 -1.7032

- orbital gap (eV) = 8.4991
- LUMO (eV) = 0.55
- M (g/mol) = 55.08
- largest force on an atom (Eh/bohr) = 0.092
- charge = 0